1.
A cluster of 10 separate species, C42H56F16O18 in total at a distorted geometry, computed with ωB97M-V/def2-TZVPD.

Gap between HOMO and LUMO = 0.327 Ha
LUMO level = -0.1 eV
Relative energy (zero: lowest compared OMol25 entry of this formula, charge and spin) = 30.2 kcal/mol
Net charge = 0
2S+1 = 1

Element x y z (Å)
F 3.380 3.820 1.767
C 3.279 4.050 0.448
F 3.337 2.889 -0.226
C 2.043 4.869 0.032
F 0.933 4.147 0.226
F 2.064 5.220 -1.274
C 1.886 6.153 0.896
O 3.155 6.906 0.848
C 3.048 8.326 0.838
F 2.403 8.626 -0.243
F 2.266 8.713 1.881
C 4.438 8.991 0.814
F 4.307 10.328 0.704
F 5.236 8.652 1.822
H 4.223 4.517 0.169
H 1.581 5.914 1.914
H 1.096 6.750 0.438
H 4.987 8.776 -0.103
F -5.387 -5.573 5.847
C -4.203 -5.072 5.599
F -3.848 -4.589 6.802
C -3.272 -6.133 5.014
F -3.717 -6.500 3.788
F -3.310 -7.271 5.771
C -1.770 -5.716 4.842
O -1.577 -4.313 4.404
C -0.321 -3.778 4.670
F -0.168 -3.635 6.004
F 0.604 -4.607 4.282
C -0.025 -2.508 3.862
F 1.262 -2.155 3.956
F -0.322 -2.636 2.590
H -4.264 -4.197 4.952
H -1.178 -6.336 4.168
H -1.236 -5.979 5.755
H -0.617 -1.639 4.148
O -0.997 3.752 -4.936
C 0.037 3.124 -4.597
C 1.430 3.414 -5.076
C 2.190 2.186 -4.658
C 1.405 1.704 -3.392
O 0.040 2.125 -3.682
H 1.438 3.515 -6.162
H 1.863 4.322 -4.657
H 2.362 1.433 -5.428
H 3.185 2.529 -4.374
H 1.456 0.617 -3.320
H 1.755 2.178 -2.475
O -4.922 -1.527 3.044
C -4.508 -2.065 2.006
C -3.615 -3.307 1.853
C -3.322 -3.239 0.382
C -4.179 -2.126 -0.270
O -4.828 -1.543 0.865
H -2.689 -3.292 2.429
H -4.170 -4.213 2.095
H -2.261 -3.049 0.226
H -3.528 -4.199 -0.093
H -3.472 -1.465 -0.772
H -4.925 -2.419 -1.008
O -4.819 -1.970 -3.811
C -4.038 -2.958 -3.757
C -2.755 -3.249 -4.444
C -2.310 -4.500 -3.709
C -3.544 -5.091 -3.023
O -4.394 -4.007 -2.976
H -2.816 -3.436 -5.516
H -2.056 -2.461 -4.163
H -1.737 -5.133 -4.387
H -1.610 -4.273 -2.905
H -3.933 -5.978 -3.523
H -3.215 -5.274 -2.000
O -6.464 1.594 -4.450
C -5.405 1.329 -3.874
C -5.299 1.056 -2.418
C -3.851 1.496 -2.228
C -3.187 1.304 -3.539
O -4.239 1.368 -4.481
H -6.083 1.614 -1.906
H -5.442 -0.021 -2.335
H -3.724 2.532 -1.915
H -3.409 0.960 -1.389
H -2.398 2.034 -3.722
H -2.688 0.336 -3.491
O 0.053 0.822 3.790
C 0.225 2.043 4.071
C -0.690 3.167 3.801
C -0.031 4.336 4.571
C 1.284 3.802 5.071
O 1.185 2.412 4.912
H -0.900 3.399 2.757
H -1.686 2.909 4.161
H 0.089 5.181 3.894
H -0.636 4.713 5.396
H 2.141 4.225 4.548
H 1.443 4.029 6.125
O -0.893 -1.561 -1.927
C -0.537 -0.873 -0.995
C 0.843 -0.949 -0.294
C 0.919 0.485 0.178
C -0.494 0.823 0.607
O -1.216 0.174 -0.428
H 0.756 -1.625 0.557
H 1.622 -1.315 -0.963
H 1.611 0.673 0.999
H 1.237 1.079 -0.678
H -0.710 0.346 1.564
H -0.750 1.871 0.762
O 6.896 1.168 -0.100
C 6.315 0.519 0.745
C 4.850 0.638 1.103
C 4.659 -0.734 1.750
C 5.981 -1.041 2.342
O 6.909 -0.472 1.435
H 4.606 1.483 1.747
H 4.156 0.716 0.266
H 3.927 -0.628 2.550
H 4.311 -1.447 1.003
H 6.108 -0.629 3.344
H 6.121 -2.118 2.433
O 3.422 -5.127 -2.341
C 2.894 -4.227 -2.970
C 3.571 -3.028 -3.718
C 2.459 -2.698 -4.734
C 1.161 -3.025 -3.925
O 1.532 -4.188 -3.143
H 3.792 -2.267 -2.969
H 4.521 -3.347 -4.147
H 2.539 -1.664 -5.071
H 2.563 -3.320 -5.623
H 0.866 -2.160 -3.331
H 0.331 -3.306 -4.574

2.
A structure of composition C42H57AlBrN8O2SSi at a distorted geometry, computed with ωB97M-V/def2-TZVPD.

Gap between HOMO and LUMO (spin up / spin down) = 0.223 / 0.222 Ha
LUMO level (spin up / spin down) = -3.6 / -3.6 eV
Relative energy (zero: lowest compared OMol25 entry of this formula, charge and spin) = 16.2 kcal/mol
Net charge = +1
2S+1 = 1

Element x y z (Å)
Al 1.096 -0.334 -0.424
C 4.423 0.336 1.521
O 3.007 0.543 1.565
C 2.534 1.116 2.705
C 3.319 1.347 3.824
C 2.768 1.967 4.937
Br 3.849 2.241 6.461
C 1.460 2.383 4.939
C 0.661 2.153 3.816
C 1.184 1.485 2.707
O 0.425 1.187 1.612
C -0.729 2.605 3.796
N -1.590 2.260 2.869
C -2.783 2.889 3.208
C -4.037 2.858 2.598
C -5.047 3.604 3.169
C -4.834 4.368 4.328
C -3.605 4.395 4.955
C -2.595 3.639 4.372
N -1.272 3.439 4.724
H 4.947 1.278 1.690
H 4.657 -0.034 0.532
H 4.725 -0.403 2.264
H 4.356 1.053 3.853
H 1.057 2.866 5.818
H -0.467 1.620 1.753
H -4.213 2.262 1.715
H -6.029 3.604 2.716
H -5.653 4.943 4.740
H -3.439 4.972 5.855
H -0.798 3.866 5.499
S 3.062 -0.914 -1.458
C 2.289 -1.891 -2.701
N 3.094 -2.551 -3.510
N 2.679 -3.297 -4.504
C 1.476 -3.279 -5.259
C 0.826 -2.090 -5.560
C -0.313 -2.117 -6.343
C -0.800 -3.322 -6.840
C -0.125 -4.501 -6.564
C 1.017 -4.483 -5.775
N 0.957 -2.125 -2.751
N 0.258 -1.757 -1.762
C -1.081 -2.255 -1.835
C -1.555 -2.932 -2.962
C -2.852 -3.408 -2.988
C -3.700 -3.219 -1.902
C -3.239 -2.527 -0.793
C -1.941 -2.045 -0.760
H 3.405 -3.913 -4.837
H 1.226 -1.153 -5.201
H -0.817 -1.188 -6.579
H -1.691 -3.338 -7.453
H -0.489 -5.440 -6.957
H 1.545 -5.403 -5.551
H -0.904 -3.069 -3.815
H -3.207 -3.925 -3.870
H -4.713 -3.598 -1.926
H -3.898 -2.350 0.048
H -1.604 -1.479 0.094
C 1.204 -4.832 4.196
C 0.363 -4.608 2.947
N 0.260 -3.194 2.574
C -0.567 -2.357 3.449
C 0.245 -1.441 4.360
C 0.860 -2.687 1.493
C 1.747 -3.565 0.664
N 0.684 -1.442 1.121
H 1.335 -5.901 4.362
H 0.727 -4.415 5.084
H 2.190 -4.378 4.089
H -0.653 -4.975 3.106
H 0.772 -5.168 2.114
H -1.171 -3.034 4.051
H -1.271 -1.778 2.845
H 0.833 -2.022 5.069
H -0.424 -0.789 4.921
H 0.932 -0.813 3.793
H 2.466 -4.096 1.286
H 2.282 -2.955 -0.059
H 1.151 -4.301 0.121
H 0.070 -0.913 1.729
C 0.874 1.234 -3.462
Si 0.329 1.702 -1.710
C 1.428 3.251 -1.284
C 2.871 2.762 -1.090
C 1.008 4.003 -0.014
C 1.444 4.264 -2.439
C -1.559 2.057 -1.880
C -2.225 0.897 -2.629
C -1.820 3.343 -2.671
C -2.244 2.179 -0.518
H 0.594 1.989 -4.200
H 0.413 0.294 -3.769
H 1.959 1.105 -3.502
H 2.936 1.949 -0.365
H 3.492 3.585 -0.721
H 3.312 2.409 -2.024
H 1.218 3.427 0.885
H -0.051 4.270 -0.013
H 1.577 4.936 0.064
H 1.661 3.797 -3.400
H 2.228 5.007 -2.252
H 0.505 4.805 -2.529
H -1.779 0.718 -3.609
H -3.284 1.131 -2.790
H -2.181 -0.030 -2.059
H -1.324 3.340 -3.644
H -1.499 4.229 -2.125
H -2.896 3.445 -2.851
H -2.099 1.279 0.090
H -3.323 2.310 -0.660
H -1.879 3.035 0.053

3.
A structure of composition C42H57BMgN8O4P, computed with ωB97M-V/def2-TZVPD.

Gap between HOMO and LUMO = 0.288 Ha
LUMO level = -2.6 eV
Relative energy (zero: lowest compared OMol25 entry of this formula, charge and spin) = 3.3 kcal/mol
Net charge = +1
2S+1 = 1

Element x y z (Å)
Mg -0.553 0.319 -0.146
C 0.500 -0.373 5.023
C 0.772 0.305 3.720
C 1.708 1.278 3.439
C 1.546 1.584 2.080
N 0.567 0.838 1.565
N 0.096 0.050 2.585
B -1.011 -1.015 2.377
N -2.328 -0.374 1.929
N -2.443 0.347 0.763
C -3.714 0.757 0.707
C -4.415 0.304 1.831
C -3.508 -0.411 2.577
C -3.722 -1.118 3.874
C -4.280 1.577 -0.379
C -5.309 2.466 -0.072
C -5.912 3.220 -1.064
C -5.490 3.094 -2.380
C -4.460 2.219 -2.690
C -3.857 1.459 -1.699
N -0.526 -2.081 1.345
N -0.177 -1.767 0.057
C 0.250 -2.908 -0.501
C 0.154 -3.957 0.418
C -0.343 -3.393 1.575
C -0.651 -4.063 2.874
C 0.846 -2.972 -1.850
C 1.673 -4.048 -2.184
C 2.347 -4.075 -3.395
C 2.228 -3.011 -4.283
C 1.403 -1.943 -3.961
C 0.690 -1.940 -2.771
C 2.334 2.555 1.293
C 3.313 3.320 1.931
C 4.094 4.215 1.218
C 3.911 4.362 -0.152
C 2.936 3.612 -0.793
C 2.153 2.720 -0.077
H 1.158 0.038 5.785
H -0.531 -0.220 5.344
H 0.672 -1.448 4.964
H 2.402 1.707 4.140
H -1.190 -1.571 3.412
H -5.458 0.452 2.056
H -4.757 -0.989 4.185
H -3.523 -2.187 3.790
H -3.078 -0.719 4.659
H -5.634 2.577 0.956
H -6.709 3.907 -0.809
H -5.959 3.680 -3.161
H -4.115 2.129 -3.708
H -3.067 0.769 -1.959
H 0.386 -4.998 0.266
H -0.418 -5.123 2.796
H -0.067 -3.641 3.692
H -1.704 -3.963 3.134
H 1.799 -4.869 -1.489
H 2.967 -4.926 -3.645
H 2.766 -3.023 -5.223
H 1.304 -1.097 -4.625
H 0.022 -1.115 -2.560
H 3.465 3.228 2.998
H 4.841 4.805 1.734
H 4.519 5.060 -0.713
H 2.783 3.708 -1.860
H 1.411 2.136 -0.605
N 5.103 -1.502 -1.041
C 4.114 -2.117 -0.082
C 3.179 -1.018 0.406
N 2.546 -0.294 -0.673
C 3.480 0.231 -1.653
C 4.400 -0.843 -2.210
H 5.772 -2.197 -1.364
H 5.632 -0.784 -0.544
H 4.676 -2.591 0.721
H 3.570 -2.871 -0.651
H 3.738 -0.307 1.028
H 2.416 -1.468 1.044
H 1.846 -0.862 -1.132
H 4.085 1.015 -1.178
H 2.924 0.700 -2.467
H 5.165 -0.445 -2.875
H 3.843 -1.633 -2.714
C -2.349 1.540 -5.881
C -1.043 0.788 -5.662
C -1.186 -0.618 -6.223
C 0.120 1.525 -6.309
O -0.821 0.607 -4.219
P -0.131 1.642 -3.219
O 1.322 1.840 -3.438
O -0.480 1.086 -1.834
O -1.015 2.928 -3.522
C -0.826 4.317 -3.095
C 0.451 4.870 -3.711
C -0.811 4.385 -1.576
C -2.037 5.048 -3.646
H -2.551 1.606 -6.952
H -2.299 2.547 -5.472
H -3.173 1.001 -5.411
H -1.551 -0.565 -7.250
H -1.905 -1.186 -5.630
H -0.239 -1.156 -6.231
H -0.029 1.533 -7.390
H 1.072 1.039 -6.089
H 0.186 2.556 -5.959
H 1.307 4.258 -3.441
H 0.614 5.892 -3.361
H 0.368 4.891 -4.799
H 0.081 3.907 -1.172
H -1.695 3.891 -1.168
H -0.814 5.427 -1.251
H -2.074 4.964 -4.734
H -1.977 6.105 -3.384
H -2.955 4.636 -3.229

4.
A structure of composition C42H58AsF6N9O5 at a distorted geometry, computed with ωB97M-V/def2-TZVPD.

Gap between HOMO and LUMO = 0.299 Ha
LUMO level = -13.2 eV
Relative energy (zero: lowest compared OMol25 entry of this formula, charge and spin) = 0.0 kcal/mol
Net charge = +6
2S+1 = 1

Element x y z (Å)
N -0.187 0.849 -0.824
O -0.370 -0.376 -0.877
O 0.638 1.433 -1.591
O -0.726 1.507 0.100
C -2.292 4.022 1.200
C -1.281 4.956 0.627
O -1.190 6.121 0.780
N -0.311 4.270 -0.351
H 0.647 4.446 -0.051
H -0.378 3.242 -0.212
C -0.714 4.483 -1.792
H -3.044 4.389 1.893
H -1.641 3.406 1.838
H -2.751 3.367 0.457
H -1.748 4.135 -1.821
H -0.103 3.858 -2.435
H -0.792 5.504 -2.161
C -1.269 1.096 -5.132
C -0.172 0.087 -4.975
O 0.715 -0.097 -5.738
N -0.145 -0.807 -3.719
H -0.060 -0.282 -2.848
H -0.956 -1.423 -3.655
C 1.060 -1.775 -3.672
H -2.231 0.617 -4.925
H -1.377 1.405 -6.169
H -1.224 1.951 -4.458
H 0.967 -2.430 -4.535
H 0.884 -2.379 -2.787
H 1.891 -1.082 -3.746
C -4.015 -1.902 -0.472
N -4.574 -1.905 0.924
C -4.142 -1.027 1.846
C -4.668 -1.091 3.136
C -5.693 -1.996 3.483
C -6.081 -2.847 2.449
C -5.490 -2.835 1.209
C -6.209 -2.144 4.881
C -7.547 -2.357 5.092
C -8.029 -2.471 6.392
N -7.153 -2.486 7.434
C -5.833 -2.305 7.246
C -5.349 -2.094 5.986
C -7.667 -2.763 8.820
H -3.903 -0.885 -0.842
H -4.697 -2.394 -1.162
H -3.089 -2.470 -0.408
H -3.346 -0.359 1.541
H -4.355 -0.319 3.828
H -6.810 -3.613 2.681
H -5.792 -3.583 0.490
H -8.296 -2.448 4.315
H -9.027 -2.480 6.805
H -5.202 -2.330 8.122
H -4.301 -1.886 5.826
H -7.161 -3.633 9.228
H -8.733 -2.973 8.747
H -7.608 -1.855 9.417
C 3.399 3.516 -3.148
N 3.706 2.611 -4.288
C 4.328 1.440 -3.976
C 4.614 0.565 -5.025
C 4.322 0.901 -6.328
C 3.709 2.112 -6.603
C 3.408 2.959 -5.552
C 4.608 0.015 -7.494
C 3.622 -0.390 -8.340
C 3.892 -1.345 -9.355
N 5.159 -1.728 -9.550
C 6.189 -1.325 -8.758
C 5.922 -0.457 -7.722
C 5.362 -2.768 -10.586
H 2.738 4.337 -3.417
H 4.379 3.852 -2.816
H 2.842 2.954 -2.399
H 4.452 1.192 -2.935
H 5.087 -0.364 -4.733
H 3.443 2.388 -7.614
H 2.904 3.912 -5.640
H 2.592 -0.057 -8.324
H 3.115 -1.614 -10.056
H 7.182 -1.672 -9.006
H 6.691 -0.111 -7.045
H 4.842 -3.666 -10.261
H 6.424 -2.997 -10.641
H 5.019 -2.346 -11.528
C 4.659 0.814 10.126
N 4.108 0.359 8.824
C 3.659 -0.900 8.688
C 3.281 -1.296 7.410
C 3.289 -0.423 6.340
C 3.519 0.942 6.596
C 4.016 1.282 7.821
C 2.886 -0.840 4.972
C 3.575 -1.917 4.370
C 3.280 -2.205 3.041
N 2.341 -1.533 2.357
C 1.685 -0.486 2.892
C 1.946 -0.148 4.216
C 2.230 -1.820 0.887
H 5.701 0.514 10.206
H 4.048 0.337 10.893
H 4.483 1.868 10.327
H 3.773 -1.597 9.506
H 3.039 -2.322 7.163
H 3.278 1.722 5.887
H 4.234 2.289 8.148
H 4.325 -2.492 4.893
H 3.866 -2.906 2.464
H 0.941 -0.026 2.254
H 1.317 0.625 4.639
H 2.663 -2.793 0.671
H 2.789 -1.082 0.316
H 1.164 -1.793 0.673
As -4.503 1.535 -2.685
F -5.482 2.994 -2.342
F -3.030 2.541 -2.806
F -3.390 0.210 -3.076
F -5.888 0.483 -2.577
F -4.702 1.740 -4.418
F -4.115 1.368 -0.968